112
Properties=species:S:1:pos:R:3 method="wB97M-V/def2-TZVPD" e_homo_ha="-0.3891 / -0.3624" total_charge=+1 orbital_gap_ev="4.80 / 2.98" spin_multiplicity=1
Pb 0.7238 0.5867 -0.5241
C 1.5121 2.0671 -5.2520
C 0.3833 3.0531 -4.9065
C 1.0081 4.2929 -4.2609
C -0.7531 2.2791 -4.1382
C -1.5276 1.3783 -4.9267
C -2.7354 0.8282 -4.5020
C -3.2797 1.2161 -3.2809
C -2.5010 2.0257 -2.4330
C -3.0813 2.7313 -1.2304
C -4.3612 2.1397 -0.6830
C -3.5411 4.0966 -1.7007
C -1.0973 2.3041 -2.7878
N -0.1409 2.5573 -1.7287
C -0.0640 3.7801 -1.1968
O -0.4914 4.8781 -1.6630
C 0.7150 3.8003 0.0227
C 1.0033 5.0525 0.6072
C 1.9777 5.0462 1.6193
C 2.4502 3.8204 2.1100
C 2.1020 2.6229 1.5486
N 1.1934 2.6442 0.5395
C 2.7113 1.3438 2.1333
O 3.6730 1.4969 2.9295
N 2.1298 0.1760 1.8508
C 2.4194 -1.0118 2.5452
C 3.3716 -1.9178 1.9406
C 3.5415 -3.1692 2.5264
C 2.8214 -3.5548 3.6587
C 1.9214 -2.6773 4.2683
C 1.8331 -1.3371 3.8241
C 1.0441 -0.3804 4.6799
C 1.8578 0.0381 5.9900
C -0.3681 -0.8949 5.0846
C 4.1851 -1.5576 0.8185
C 4.7183 -2.7418 -0.0396
C 5.5643 -0.8875 1.2657
H 2.3313 2.6288 -5.6019
H 1.2232 1.2950 -5.9738
H 1.8918 1.5116 -4.3106
H -0.1622 3.4716 -5.7786
H 1.7881 4.0066 -3.4874
H 0.2685 4.8881 -3.7823
H 1.5229 4.8705 -5.0520
H -1.1085 1.0572 -5.9155
H -3.2300 0.1163 -5.1214
H -4.3497 1.0472 -2.9908
H -2.3347 2.8934 -0.3606
H -5.1900 2.2184 -1.3624
H -4.6566 2.4667 0.3235
H -4.2188 1.0365 -0.5598
H -4.2191 3.9790 -2.5380
H -2.6524 4.6785 -2.0789
H -4.0269 4.6082 -0.8336
H 0.4644 5.8906 0.2766
H 2.3620 5.9359 2.0698
H 3.1054 3.8551 2.8719
H 4.3597 -3.7612 2.1112
H 3.0390 -4.4427 4.2598
H 1.3300 -2.9860 5.1236
H 0.9041 0.5066 4.0235
H 2.2720 -0.8396 6.5274
H 1.2958 0.5803 6.7921
H 2.6162 0.6706 5.5653
H -0.3713 -1.6656 5.8989
H -0.9152 -1.3907 4.2269
H -0.9965 -0.0885 5.4588
H 3.6628 -0.8888 0.1500
H 5.5843 -3.1973 0.4686
H 5.2040 -2.3038 -0.9461
H 3.9863 -3.4847 -0.3672
H 6.1489 -1.6845 1.7791
H 5.3147 -0.0829 1.9820
H 6.1588 -0.4256 0.4774
O 4.2452 -0.7823 -2.9497
S 3.9627 0.5841 -2.5170
N 2.7689 1.1382 -1.6926
C -0.9518 -4.0788 2.4520
C -2.0343 -3.6971 1.4157
N -2.8932 -2.5529 1.6510
C -3.8496 -2.7499 2.7503
C -4.3425 -4.1720 2.9325
C -2.4337 -1.2324 1.3901
C -3.0739 -0.0670 2.1077
N -1.4578 -0.9722 0.5925
H -0.3410 -3.1584 2.6453
H -0.2495 -4.7679 1.9168
H -1.4532 -4.5036 3.3082
H -2.6960 -4.6078 1.2616
H -1.6379 -3.4983 0.4088
H -4.7564 -2.0674 2.6257
H -3.2503 -2.3360 3.6267
H -4.8311 -4.5259 2.0258
H -5.0580 -4.2179 3.7737
H -3.5214 -4.8794 3.1611
H -2.5597 -0.0664 3.0668
H -4.1560 -0.1501 2.3062
H -2.9586 0.8715 1.5454
H -0.9753 -1.8287 0.3804
N -2.3455 -1.5520 -1.9928
C -1.3960 -1.7204 -2.9549
C -1.7739 -2.1850 -4.2599
C -0.7638 -2.4579 -5.1947
C 0.5925 -2.2339 -4.7976
C 0.8732 -1.6878 -3.5557
N -0.1060 -1.5023 -2.6300
H -3.3313 -1.2836 -2.2719
H -2.1300 -1.1427 -1.0861
H -2.8053 -2.3410 -4.4909
H -0.9259 -2.8445 -6.1784
H 1.3873 -2.3228 -5.4769
H 1.9083 -1.5038 -3.3296



71
Properties=species:S:1:pos:R:3 method="wB97M-V/def2-TZVPD" e_homo_ha=-0.2749 orbital_gap_ev=7.68 spin_multiplicity=1
Cs -0.4824 -2.3750 -1.9198
O -7.1334 -3.5716 -1.8740
C -5.8421 -3.1829 -1.8532
O -5.3269 -2.6963 -0.8843
C -5.2002 -3.4524 -3.1875
O -3.8472 -3.1260 -3.1648
C -3.2845 -3.3877 -4.4667
C -1.8189 -2.9523 -4.4082
O -0.9829 -3.8524 -4.1866
O -1.5954 -1.7185 -4.4027
H -7.4989 -3.3965 -0.9969
H -5.7513 -2.8709 -3.9406
H -5.3644 -4.5116 -3.4289
H -3.8329 -2.8046 -5.2141
H -3.3687 -4.4564 -4.6803
C -1.5304 1.4977 -0.2683
N -2.8119 0.8603 -0.0561
C -3.9642 1.0737 -0.7952
C -4.9315 0.3294 -0.2320
N -4.3683 -0.3305 0.8433
C -5.0480 -1.2591 1.7234
C -3.0615 -0.0108 0.9496
Se -1.8603 -0.6620 2.1853
H -1.6416 2.2605 -1.0354
H -0.7861 0.7643 -0.5825
H -1.1902 1.9506 0.6617
H -3.9793 1.7239 -1.6503
H -5.9594 0.1851 -0.5067
H -6.0995 -1.2774 1.4522
H -4.9277 -0.9349 2.7553
H -4.6259 -2.2549 1.6059
C 5.1791 -0.2274 -2.1365
C 4.9185 0.9731 -1.2366
C 3.7688 1.8509 -1.7246
C 2.3933 1.2249 -1.5277
N 2.0388 1.1305 -0.1188
C 2.0040 -0.0026 0.6332
Se 2.2901 -1.7204 0.0523
N 1.6880 0.3575 1.8953
C 1.6151 -0.5565 3.0259
C 2.9808 -0.9496 3.5727
C 3.8792 0.2153 4.0008
C 4.6612 0.8660 2.8597
C 1.4688 1.7247 1.9515
C 1.0500 2.5582 2.9767
C 0.8842 3.9016 2.6745
C 1.1270 4.3984 1.3922
C 1.5422 3.5636 0.3659
C 1.7053 2.2218 0.6729
H 6.0316 -0.8058 -1.7794
H 5.3946 0.0909 -3.1588
H 4.3232 -0.9037 -2.1571
H 5.8215 1.5844 -1.1670
H 4.7089 0.6315 -0.2175
H 3.8939 2.0611 -2.7911
H 3.7884 2.8210 -1.2195
H 2.3557 0.2136 -1.9298
H 1.6176 1.8146 -2.0230
H 1.0678 -1.4361 2.6877
H 1.0100 -0.0574 3.7824
H 3.4935 -1.5608 2.8247
H 2.7947 -1.6061 4.4258
H 4.5986 -0.1597 4.7324
H 3.2885 0.9677 4.5343
H 5.1927 0.1076 2.2806
H 5.4019 1.5675 3.2462
H 4.0250 1.4206 2.1694
H 0.8435 2.1845 3.9695
H 0.5539 4.5786 3.4506
H 0.9862 5.4531 1.1988
H 1.7297 3.9421 -0.6300



Relative energy (zero: lowest compared OMol25 entry of this formula, charge and spin) for the records above, in order: 3.402, 0.514 eV